Entry from OMol25: the molecule C5H8N2 (ωB97M-V/def2-TZVPD).

Summary:
**SMILES**: N#C[C@H](N)C1CC1
**Frontier orbital gap**: 0.4150 hartree
**Energy**: -8293.720 eV
**LUMO level**: 0.0341 hartree
**HOMO**: -10.367 eV
**Max |F|**: 0.0212 hartree/bohr

Cartesian coordinates (Å):
N 1.3380 2.6443 0.5835
N 1.9801 -0.7327 -0.0564
C -1.4514 -1.0641 -0.2416
C -1.6744 0.4051 -0.0103
C 0.8418 0.0510 0.3951
C -0.3547 -0.0837 -0.5249
C 1.1288 1.5074 0.5272
H 0.5575 -0.3132 1.3905
H -0.1304 0.1179 -1.5711
H -1.3524 -1.7095 0.6273
H -1.6981 0.7527 1.0206
H -2.3074 0.9761 -0.6810
H -1.9354 -1.5358 -1.0919
H 2.3013 -0.3884 -0.9571
H 2.7567 -0.6272 0.5901

Forces on the atoms, in the same order (eV/Å):
-0.1391 -1.0834 -0.0194
0.1398 0.1289 -0.0324
-0.0287 -0.1906 0.0038
-0.0944 0.1541 0.0500
-0.1933 0.0082 0.0900
0.0674 0.0772 -0.0815
0.2323 0.9820 0.0587
0.0118 0.0919 -0.1249
-0.0245 -0.0109 0.1601
0.0152 0.1314 -0.1231
0.0024 -0.0680 -0.1762
0.0392 -0.1824 0.0691
0.0905 0.0990 0.1412
-0.0381 -0.0790 0.0704
-0.0804 -0.0582 -0.0858

---

Entry from OMol25: the molecule C5H8N2 (ωB97M-V/def2-TZVPD).

Summary:
**Frontier orbital gap (spin up / spin down)**: 0.2912 / 0.2912 hartree
**Energy**: -8291.026 eV
**LUMO level (spin up / spin down)**: -0.0014 / -0.0014 hartree
**HOMO (spin up / spin down)**: -7.962 / -7.962 eV
**Max |F|**: 0.0082 hartree/bohr

Cartesian coordinates (Å):
N 0.9756 -0.0275 0.0048
N 0.0241 -0.8425 -0.1024
C 2.3329 -0.5086 0.2624
C -1.1032 0.0291 -0.4958
C -0.6786 1.4622 -0.5250
C -2.3585 -0.2939 0.3047
C 0.6482 1.3238 -0.2229
H 1.4577 2.0319 -0.0984
H -2.2275 0.0016 1.3495
H -1.2675 -0.2394 -1.5577
H -2.5948 -1.3606 0.2652
H 2.2919 -1.3025 1.0116
H 2.9420 0.3345 0.5959
H -3.1813 0.2894 -0.1123
H 2.7389 -0.8973 -0.6794

Forces on the atoms, in the same order (eV/Å):
-0.1160 -0.2387 -0.0842
0.1562 0.3309 -0.0819
0.0683 -0.0716 -0.0828
-0.1745 -0.0212 0.0313
0.3592 -0.2029 0.0750
-0.0791 -0.0244 0.0053
-0.0570 0.2168 -0.0234
-0.0869 -0.0156 -0.0519
0.0005 -0.0353 -0.1347
0.0456 -0.0205 0.1336
0.0143 0.1373 -0.0138
0.0395 0.1909 -0.1702
-0.1314 -0.1959 0.0211
0.0573 -0.1162 0.0935
-0.0961 0.0664 0.2832

---

Entry from OMol25: the molecule C5H8N2 (ωB97M-V/def2-TZVPD).

Summary:
**SMILES**: [H]/N=C(/C)N(C)C#C
**Frontier orbital gap**: 0.3653 hartree
**Energy**: -8291.367 eV
**LUMO level**: 0.0293 hartree
**HOMO**: -9.144 eV
**Max |F|**: 0.0971 hartree/bohr

Cartesian coordinates (Å):
N 0.6415 -0.7214 -1.5360
N -0.5049 0.1982 0.3012
C 1.1300 2.2416 0.8479
C -1.7623 0.5848 -0.3228
C 0.4624 1.3222 0.4236
C 0.2823 -0.7749 -0.2788
C 0.9308 -1.8020 0.6136
H 1.7617 3.0995 0.9445
H -2.3395 -0.3075 -0.5883
H 0.6524 -2.7998 0.2609
H 2.0183 -1.7061 0.5682
H -2.3505 1.1760 0.3864
H -1.6275 1.1798 -1.2328
H 0.6080 -1.6734 1.6497
H 0.0973 -0.0171 -2.0373

Forces on the atoms, in the same order (eV/Å):
-1.1666 -1.0925 2.0369
1.4138 4.0317 1.4718
-0.3272 -0.5157 -0.9583
-0.4227 0.2123 -0.3166
-2.4092 -1.2584 1.4409
2.5678 -1.3729 -4.0556
-0.2429 0.0972 0.2031
-0.0843 -0.2444 0.1102
0.2483 0.0546 0.1739
0.1187 0.1224 0.0977
-0.1496 -0.0456 -0.0859
0.2001 -0.1114 -0.1115
-0.0118 -0.0338 0.0212
0.0272 -0.0554 -0.1742
0.2383 0.2117 0.1465

---

Entry from OMol25: the molecule C5H8N2 (ωB97M-V/def2-TZVPD).

Summary:
**Frontier orbital gap**: 0.2879 hartree
**Energy**: -8290.964 eV
**LUMO level**: -0.0047 hartree
**HOMO**: -7.962 eV
**Max |F|**: 0.0274 hartree/bohr

Cartesian coordinates (Å):
N -0.4341 0.4478 0.7542
N 0.6267 0.5998 0.0642
C -0.5768 1.1663 2.0102
C -1.4319 -0.3705 0.1750
C -1.0596 -0.7638 -1.0814
C 1.4347 -1.0929 -1.5738
C 0.3064 -0.1509 -1.1614
H 2.4081 -0.6008 -1.6718
H 1.5091 -1.9135 -0.8550
H -2.3401 -0.4852 0.7648
H 1.1854 -1.5410 -2.5335
H 0.0203 0.6856 2.7886
H 0.2061 0.6608 -1.8898
H -0.2211 2.1952 1.9027
H -1.6332 1.1630 2.3069

Forces on the atoms, in the same order (eV/Å):
0.9790 0.2577 -0.6467
-1.2212 -0.3799 0.5930
-0.1534 0.1987 0.6195
-0.1576 0.3999 -0.0877
0.2216 -0.1196 0.5048
0.1152 -0.1424 -0.0923
0.0305 -0.2074 -0.1114
-0.2380 0.0438 0.1773
0.0623 0.1476 -0.0167
0.2356 -0.0501 -0.2214
-0.0797 0.0515 0.0013
-0.0962 -0.0555 -0.1594
0.0521 0.1669 -0.2621
-0.1044 -0.2834 -0.1581
0.3544 -0.0278 -0.1401

---

Entry from OMol25: the molecule C5H8N2 (ωB97M-V/def2-TZVPD).

Summary:
**Frontier orbital gap**: 0.2938 hartree
**Energy**: -8291.066 eV
**LUMO level**: -0.0055 hartree
**HOMO**: -8.142 eV
**Max |F|**: 0.0091 hartree/bohr

Cartesian coordinates (Å):
N -0.6929 1.5946 0.3446
N -0.6630 0.3538 0.0297
C 1.3153 -1.2013 0.1135
C -1.8078 -0.5051 0.2366
C 0.5102 2.1439 0.0251
C 0.6442 0.0045 -0.5696
C 1.4405 1.2679 -0.5449
H 0.6349 3.1957 0.2555
H -1.5931 -1.2529 1.0080
H 0.8230 -1.4501 1.0574
H -2.0659 -1.0203 -0.6940
H -2.6447 0.1164 0.5567
H 0.4397 -0.2092 -1.6302
H 2.3528 -0.9476 0.3323
H 1.3068 -2.0904 -0.5206

Forces on the atoms, in the same order (eV/Å):
0.0670 -0.3909 -0.1314
0.0373 0.2858 0.0508
0.0694 -0.1116 0.0339
-0.0982 -0.0798 0.0195
0.2738 0.1640 -0.0573
0.0677 0.0173 -0.0005
-0.4390 0.0400 0.1569
-0.0359 -0.1515 -0.0546
-0.0173 0.0908 -0.1204
0.0417 0.0669 -0.1058
0.0459 0.0773 0.1322
0.1217 -0.0956 -0.0451
0.0366 0.0503 0.0925
-0.1187 -0.0618 -0.0573
-0.0520 0.0987 0.0868

---

Entry from OMol25: the molecule C5H8N2 (ωB97M-V/def2-TZVPD).

Summary:
**SMILES**: Cn1cccc1N
**Frontier orbital gap**: 0.3100 hartree
**Energy**: -8294.299 eV
**LUMO level**: 0.0356 hartree
**HOMO**: -7.468 eV
**Max |F|**: 0.0046 hartree/bohr

Cartesian coordinates (Å):
N -0.4963 -0.2407 -1.9981
N -0.1899 0.6192 0.2447
C -0.4371 -0.4463 -0.6149
C -0.2896 0.1227 1.5483
C -0.6515 -1.5793 0.1149
C 0.9793 1.4456 -0.0224
C -0.5594 -1.2050 1.5000
H -0.3083 0.7065 -2.2915
H 1.0235 2.2746 0.6884
H -0.1760 0.7998 2.3845
H 0.9545 1.8532 -1.0360
H -0.8808 -2.5585 -0.2826
H -0.7171 -1.8514 2.3537
H 1.8849 0.8329 0.0892
H 0.0206 -0.9109 -2.5498

Forces on the atoms, in the same order (eV/Å):
0.1560 -0.0417 0.0288
0.0137 -0.2129 -0.0323
0.0695 -0.0745 0.0910
0.0052 -0.0491 0.1180
-0.0883 -0.0100 -0.1075
0.1065 0.1951 -0.0867
-0.0266 0.0362 0.0714
-0.0083 -0.1203 0.0343
-0.0667 -0.1009 -0.1321
0.0869 -0.1565 -0.1040
-0.0262 0.0128 0.1711
-0.0974 0.1529 0.0512
-0.0317 0.0946 -0.1435
-0.0486 0.2012 -0.0456
-0.0441 0.0730 0.0861

---

Entry from OMol25: the molecule C5H8N2 (ωB97M-V/def2-TZVPD).

Summary:
**Frontier orbital gap**: 0.2849 hartree
**Energy**: -8292.147 eV
**LUMO level**: 0.0356 hartree
**HOMO**: -6.786 eV
**Max |F|**: 0.0334 hartree/bohr

Cartesian coordinates (Å):
N -0.3304 -0.4296 -0.3353
N -1.3208 1.5689 -0.4665
C 1.8611 0.0359 0.0006
C 1.0319 -0.9813 -0.3455
C -0.1826 1.0722 -0.1061
C 1.1738 1.2815 0.1595
C -1.2669 -1.1382 0.5617
H -0.8841 -0.1661 -1.1787
H 2.9360 -0.0957 0.1226
H -2.2403 -0.6611 0.4458
H -1.3572 2.5687 -0.5748
H 1.1770 -2.0523 -0.3476
H -0.9258 -1.0736 1.5961
H -1.3105 -2.1837 0.2447
H 1.6387 2.2544 0.2234

Forces on the atoms, in the same order (eV/Å):
-0.1566 0.0570 -0.1124
0.0689 0.6336 0.2090
-0.1624 -0.0125 -0.1397
0.0306 0.0765 -0.0926
-0.0481 0.1677 -0.1100
-0.2048 0.0674 -0.0522
-0.1227 -0.0215 0.1151
0.7672 -1.5228 -0.2157
-0.3191 0.0560 -0.0035
0.0734 -0.0505 0.1296
0.1969 0.2737 0.2592
-0.0807 0.1989 -0.0645
0.0724 0.0446 -0.1781
-0.0301 0.1648 0.0875
-0.0851 -0.1330 0.1682

---

Entry from OMol25: the molecule C5H8N2 (ωB97M-V/def2-TZVPD).

Summary:
**Frontier orbital gap**: 0.2895 hartree
**Energy**: -8291.623 eV
**LUMO level**: 0.0156 hartree
**HOMO**: -7.455 eV
**Max |F|**: 0.0104 hartree/bohr

Cartesian coordinates (Å):
N -0.8763 -0.3641 -2.6294
N -0.1800 -1.3272 -0.5492
C -0.0744 0.9914 -0.6042
C -0.3778 -0.1252 -1.3170
C 0.2146 1.1081 2.0189
C 0.2746 -1.0673 0.6359
C 0.4642 0.4088 0.6895
H 0.4891 -1.8433 1.3630
H -1.4477 0.4333 -2.8873
H 0.4764 2.1648 1.9261
H -0.3614 -2.2601 -0.9111
H -0.1085 -0.3691 -3.2965
H -0.8376 1.0515 2.3046
H 1.5487 0.4914 0.4720
H 0.8130 0.6697 2.8254

Forces on the atoms, in the same order (eV/Å):
0.0860 0.1932 -0.0446
0.0059 -0.0530 0.1158
-0.0458 -0.5309 -0.0696
0.1470 0.2047 0.1386
-0.0408 0.0415 0.1005
-0.0586 0.1213 -0.1458
0.0327 0.0886 0.0733
-0.0113 0.0842 -0.1171
-0.0638 -0.1115 0.0307
-0.0325 -0.1631 -0.0323
0.0002 0.1709 0.0488
-0.0830 -0.0412 0.0509
0.0465 -0.0031 -0.0626
0.0920 -0.0401 -0.0009
-0.0744 0.0385 -0.0857